1.
This record from the Open Molecules 2025 dataset describes C28H25BCoN6O3S as an isolated structure in a non-equilibrium geometry. The level of theory is ωB97M-V/def2-TZVPD.

Structure (XYZ):
```
65
Properties=species:S:1:pos:R:3
Co -0.062 0.046 -0.103
O -1.070 -1.378 3.479
C -0.923 -0.761 2.458
N -0.029 -1.017 1.433
C 1.103 -1.790 1.639
O 1.517 -2.213 2.686
C 1.793 -2.001 0.347
C 2.914 -2.787 0.213
C 3.387 -3.028 -1.065
C 2.687 -2.513 -2.146
C 1.593 -1.699 -1.918
N 1.176 -1.415 -0.681
C -1.699 0.465 2.134
C -2.475 1.123 3.063
C -3.117 2.285 2.672
C -2.992 2.716 1.358
C -2.212 1.985 0.483
N -1.553 0.892 0.882
H 3.375 -3.193 1.103
H 4.272 -3.631 -1.220
H 2.976 -2.742 -3.162
H 1.023 -1.289 -2.730
H -2.555 0.710 4.059
H -3.718 2.844 3.377
H -3.498 3.604 1.007
H -2.118 2.251 -0.558
O 0.739 1.311 -1.661
S 0.667 1.118 -3.189
C 1.661 2.416 -3.880
C 2.110 2.214 -5.176
C 2.873 3.201 -5.782
C 3.190 4.360 -5.086
C 2.739 4.543 -3.785
C 1.966 3.568 -3.174
C -0.928 1.705 -3.715
C -1.601 2.645 -2.950
C -2.858 3.056 -3.357
C -3.428 2.519 -4.508
C -2.737 1.587 -5.264
C -1.472 1.171 -4.869
H 1.868 1.302 -5.710
H 3.224 3.061 -6.796
H 3.792 5.124 -5.559
H 2.985 5.449 -3.248
H 1.598 3.718 -2.169
H -1.143 3.038 -2.052
H -3.397 3.797 -2.780
H -4.420 2.827 -4.808
H -3.186 1.164 -6.151
H -0.933 0.428 -5.446
B -3.293 -1.788 -2.750
C -2.174 -1.093 -1.914
N -1.345 -0.575 -1.294
H -4.350 -1.513 -2.226
H -3.195 -1.400 -3.895
H -3.062 -2.978 -2.671
N 1.461 2.462 0.505
C 1.933 3.275 1.458
C 1.873 2.586 2.647
C 1.349 1.335 2.311
N 1.103 1.270 1.002
H 1.417 2.572 -0.499
H 2.271 4.272 1.230
H 2.172 2.929 3.621
H 1.173 0.493 2.960
```

Calculated values
Gap between HOMO and LUMO, Eh: 0.2985
Net charge: +1
Maximum force, eV/Å: 1.1
ΔE to the lowest compared entry with this formula, charge and spin, kcal/mol: 34.2

For reference, the Löwdin charges in units of e are: Co 0.576; O 0.160; C -0.424; N 0.052; C -0.417; O 0.150; C -0.157; C 0.044; C -0.008; C -0.011; C -0.090; N 0.066; C -0.165; C 0.045; C -0.008; C -0.012; C -0.056; N 0.054; H 0.137; H 0.124; H 0.121; H 0.070; H 0.137; H 0.124; H 0.118; H 0.088; O -0.558; S 1.105; C -0.368; C -0.072; C -0.051; C -0.052; C -0.052; C -0.064; C -0.381; C -0.094; C -0.052; C -0.043; C -0.047; C -0.069; H 0.116; H 0.117; H 0.116; H 0.115; H 0.095; H 0.096; H 0.114; H 0.117; H 0.120; H 0.120; B -0.383; C -0.128; N 0.092; H 0.016; H 0.005; H 0.019; N 0.029; C -0.053; C -0.016; C -0.077; N -0.012; H 0.098; H 0.129; H 0.112; H 0.124


2.
This record from the Open Molecules 2025 dataset describes C3H4N2O in the gas phase in a non-equilibrium geometry. The level of theory is ωB97M-V/def2-TZVPD.

Structure (XYZ):
```
10
Properties=species:S:1:pos:R:3
N -0.878 1.313 0.983
C 0.077 0.550 1.305
O 0.667 -0.288 0.431
C 0.129 -0.255 -0.885
C 0.420 -1.545 -1.527
N 0.594 -2.552 -2.068
H -1.200 1.853 1.781
H 0.552 0.444 2.282
H 0.591 0.559 -1.456
H -0.953 -0.079 -0.846
```

Calculated values
Gap between HOMO and LUMO, Eh: 0.4320
Structure (SMILES): [H]/N=C/OCC#N
Maximum force, eV/Å: 1.2
ΔE to the lowest compared entry with this formula, charge and spin, kcal/mol: 33.8

For reference, the Löwdin charges in units of e are: N 0.112; C -0.302; O -0.062; C -0.184; C -0.168; N 0.153; H 0.058; H 0.137; H 0.137; H 0.119


3.
This record from the Open Molecules 2025 dataset describes C25H19ClMnN4O4 as an isolated structure in a non-equilibrium geometry. The level of theory is ωB97M-V/def2-TZVPD.

Structure (XYZ):
```
54
Properties=species:S:1:pos:R:3
Mn 0.234 -0.357 0.086
O 2.571 -1.857 2.203
Cl 1.978 -0.610 1.974
O 2.416 0.425 2.801
O 0.505 -0.739 2.046
O 2.166 -0.226 0.546
C 0.107 -0.867 -4.134
C 0.850 0.255 -4.486
C 1.182 1.209 -3.537
C 0.780 1.040 -2.216
C 0.091 -0.131 -1.854
C -0.275 -1.059 -2.815
C 0.953 2.012 -1.135
C 1.640 3.222 -1.249
C 1.737 4.044 -0.156
C 1.096 3.704 1.050
C 1.141 4.529 2.193
C 0.480 4.172 3.335
C -0.284 2.992 3.361
C -0.353 2.171 2.267
C 0.372 2.482 1.101
N 0.358 1.649 0.011
H -0.165 -1.599 -4.882
H 1.150 0.402 -5.514
H 1.733 2.090 -3.837
H -0.861 -1.930 -2.545
H 2.114 3.490 -2.181
H 2.289 4.974 -0.222
H 1.706 5.452 2.145
H 0.528 4.803 4.212
H -0.824 2.733 4.261
H -0.962 1.278 2.292
N -1.557 -2.842 0.845
C -2.312 -1.716 0.599
C -3.694 -1.808 0.798
C -4.494 -0.712 0.583
C -3.905 0.480 0.153
C -2.553 0.505 -0.040
N -1.751 -0.566 0.185
C -0.285 -3.188 0.442
C 0.169 -4.485 0.684
C 1.393 -4.868 0.188
C 2.138 -3.967 -0.575
C 1.651 -2.700 -0.745
N 0.472 -2.296 -0.212
H -2.075 -3.594 1.269
H -4.126 -2.751 1.103
H -5.563 -0.775 0.734
H -4.495 1.366 -0.030
H -2.064 1.402 -0.391
H -0.451 -5.167 1.250
H 1.770 -5.866 0.371
H 3.087 -4.237 -1.013
H 2.195 -1.966 -1.321
```

Calculated values
Gap between HOMO and LUMO (spin up / spin down), Eh: 0.2316 / 0.2515
Net charge: +2
Maximum force, eV/Å: 2.0
ΔE to the lowest compared entry with this formula, charge and spin, kcal/mol: 0.0
2S+1: 4

For reference, the Löwdin charges in units of e are: Mn 0.923; O -0.188; Cl 0.762; O -0.174; O -0.350; O -0.330; C -0.027; C -0.020; C 0.016; C -0.152; C -0.122; C -0.068; C -0.186; C 0.044; C 0.067; C -0.125; C 0.010; C -0.025; C -0.019; C -0.025; C -0.179; N 0.040; H 0.125; H 0.127; H 0.125; H 0.116; H 0.126; H 0.142; H 0.132; H 0.125; H 0.126; H 0.100; N 0.165; C -0.235; C 0.035; C 0.010; C -0.007; C -0.077; N 0.046; C -0.251; C 0.041; C 0.014; C -0.002; C -0.085; N 0.005; H 0.160; H 0.135; H 0.136; H 0.131; H 0.125; H 0.135; H 0.137; H 0.132; H 0.135


4.
This record from the Open Molecules 2025 dataset describes a 2-piece molecular cluster, C11H16NO3S overall. The level of theory is ωB97M-V/def2-TZVPD.

Structure (XYZ):
```
32
Properties=species:S:1:pos:R:3
C 2.548 -0.843 -1.304
C 1.424 -0.332 -2.203
S 0.242 0.767 -1.375
C -0.651 -0.395 -0.322
C -2.039 -0.700 -0.805
C -2.331 -1.021 -2.124
C -3.629 -1.311 -2.480
C -4.649 -1.268 -1.539
C -4.328 -0.940 -0.244
N -3.046 -0.670 0.083
H 2.870 -1.832 -1.611
H 3.417 -0.200 -1.384
H 2.276 -0.892 -0.253
H 1.843 0.274 -2.996
H 0.875 -1.148 -2.664
H -0.691 -0.036 0.704
H -0.095 -1.332 -0.302
H -1.547 -1.015 -2.859
H -3.841 -1.551 -3.508
H -5.668 -1.473 -1.809
H -5.073 -0.880 0.530
H -2.840 -0.425 1.043
C 2.008 2.571 2.901
C 1.996 1.384 1.959
O 3.251 0.765 2.224
C 3.654 1.128 3.475
O 4.566 0.649 4.053
O 2.847 2.107 3.959
H 1.025 2.831 3.286
H 2.462 3.454 2.449
H 1.199 0.672 2.202
H 1.922 1.662 0.911
```

Calculated values
Gap between HOMO and LUMO, Eh: 0.2959
Net charge: +1
Maximum force, eV/Å: 0.5

For reference, the Löwdin charges in units of e are: C -0.134; C -0.511; S 0.904; C -0.404; C -0.237; C 0.016; C 0.014; C -0.002; C -0.002; N 0.147; H 0.079; H 0.081; H 0.056; H 0.074; H 0.065; H 0.073; H 0.107; H 0.119; H 0.133; H 0.127; H 0.145; H 0.183; C -0.114; C -0.150; O 0.050; C -0.558; O 0.190; O 0.066; H 0.132; H 0.137; H 0.120; H 0.097


no.,total energy (a.u.),molar mass (g/mol)
1,-3441.8504,595.36
2,-301.4334,84.08
3,-3094.4933,529.84
4,-1107.1827,242.32